{"formula": "C14H15O4PV", "method": "the ωB97M-V functional and the def2-TZVPD basis", "lumo_ev": [-9.9, -10.4], "s2": 3.867, "charge": 2, "homo_energy_ev": [-15.066, -15.052], "orbital_gap_ev": [5.1, 4.7], "multiplicity": 4, "species": ["V", "O", "C", "C", "O", "C", "O", "C", "O", "C", "H", "H", "C", "H", "H", "C", "P", "C", "C", "C", "C", "C", "C", "C", "H", "H", "H", "H", "H", "H", "H", "H", "H", "H", "H"], "positions_angstrom": [[-0.34313, 0.61228, -0.33367], [0.28297, 1.54803, -3.23448], [-0.01485, 1.24444, -2.12375], [-1.83496, 0.54555, 0.88073], [-2.81495, 0.47765, 1.58145], [-1.47634, -0.69762, -1.32629], [-2.33585, -1.14872, -1.97508], [-0.39330, 2.47221, -0.03212], [-0.35046, 3.62167, 0.12599], [-3.56598, 3.58348, -2.60754], [-2.62853, 4.18490, -2.54098], [-3.54178, 2.81951, -3.41876], [-4.24508, 3.32077, -1.48860], [-4.75885, 2.37942, -1.41673], [-3.86569, 3.70677, -0.55694], [1.17273, 0.70764, 2.41408], [1.47105, 0.08710, 0.74645], [2.69717, 0.89158, -0.31128], [1.20043, -1.74882, 0.59591], [0.18746, -2.39933, 1.36792], [0.42179, -3.71687, 1.69460], [1.51115, -4.37670, 1.10222], [2.36839, -3.77422, 0.15871], [2.13222, -2.45624, -0.18398], [1.05991, 1.82030, 2.30355], [2.06902, 0.40451, 3.01813], [0.21212, 0.29681, 2.83422], [3.70989, 0.68922, 0.13573], [2.61786, 0.55791, -1.37753], [2.41122, 1.98441, -0.30381], [-0.68493, -1.80405, 1.69015], [-0.24880, -4.19051, 2.43748], [1.68301, -5.40056, 1.39816], [3.22269, -4.31877, -0.27284], [2.67239, -1.92375, -0.98110]], "lowdin_charge": [0.196, 0.216, -0.057, -0.056, 0.193, 0.000, 0.240, -0.143, 0.231, -0.081, 0.057, 0.062, -0.080, 0.044, 0.040, -0.189, 0.856, -0.197, -0.316, -0.069, -0.025, 0.011, -0.013, -0.064, 0.079, 0.089, 0.079, 0.093, 0.075, 0.083, 0.106, 0.145, 0.130, 0.142, 0.124]}



{"formula": "C30H60MgO35PV", "method": "the ωB97M-V functional and the def2-TZVPD basis", "lumo_ev": [-5.4, -5.0], "s2": 0.853, "charge": 1, "homo_energy_ev": [-12.220, -12.220], "orbital_gap_ev": [6.8, 7.2], "multiplicity": 2, "species": ["O", "V", "Mg", "P", "O", "O", "O", "O", "C", "O", "C", "O", "O", "C", "H", "H", "H", "H", "H", "H", "C", "O", "C", "O", "O", "C", "H", "H", "H", "H", "H", "H", "C", "O", "C", "O", "O", "C", "H", "H", "H", "H", "H", "H", "C", "O", "C", "O", "O", "C", "H", "H", "H", "H", "H", "H", "C", "O", "C", "O", "O", "C", "H", "H", "H", "H", "H", "H", "C", "O", "C", "O", "O", "C", "H", "H", "H", "H", "H", "H", "C", "O", "C", "O", "O", "C", "H", "H", "H", "H", "H", "H", "C", "O", "C", "O", "O", "C", "H", "H", "H", "H", "H", "H", "C", "O", "C", "O", "O", "C", "H", "H", "H", "H", "H", "H", "C", "O", "C", "O", "O", "C", "H", "H", "H", "H", "H", "H"], "positions_angstrom": [[3.69795, -1.04318, -2.93332], [2.81353, -1.78007, -1.75071], [-0.52073, -1.75876, 0.21775], [0.92666, -0.42437, -0.53011], [2.23846, 0.07655, -1.18731], [1.01433, -1.97208, -0.76062], [-0.45870, -0.46245, -1.13323], [0.71123, -0.59876, 0.95014], [0.80922, -3.27366, -6.07538], [0.72610, -1.83017, -5.93694], [0.82748, -1.25752, -4.74760], [1.16287, -1.74839, -3.65806], [0.52685, 0.06616, -4.97744], [0.72425, 1.04924, -4.00863], [1.22334, -3.40067, -7.07561], [-0.17607, -3.73807, -6.03505], [1.49769, -3.69193, -5.34110], [0.44817, 2.04903, -4.34375], [1.74707, 1.05763, -3.63197], [0.24453, 0.82468, -3.05597], [-2.00569, 2.22333, -1.23702], [-2.85702, 3.35679, -1.15296], [-3.92743, 3.52854, -1.97359], [-4.43584, 2.77650, -2.77879], [-4.47306, 4.76223, -1.58735], [-5.60846, 5.38421, -2.16562], [-1.04859, 2.57261, -1.62444], [-2.39437, 1.46530, -1.91704], [-1.83072, 1.80241, -0.24691], [-6.53093, 4.86402, -1.90761], [-5.53377, 5.59363, -3.23270], [-5.67193, 6.31602, -1.60367], [-0.31966, -4.19069, -2.89441], [-1.33974, -4.84966, -2.22059], [-1.92816, -4.23845, -1.14956], [-1.65796, -3.12938, -0.75796], [-2.88116, -5.06048, -0.64701], [-3.91606, -4.54983, 0.19788], [-0.70456, -3.23235, -3.24304], [0.00866, -4.77325, -3.75518], [0.47852, -3.85402, -2.23284], [-4.69184, -4.34179, -0.53899], [-3.71878, -3.60679, 0.70763], [-4.17451, -5.29204, 0.95314], [-6.42567, -4.40198, -4.18130], [-5.27043, -3.73487, -4.55686], [-4.71448, -2.73849, -3.88569], [-5.26620, -2.21826, -2.91833], [-3.47482, -2.39906, -4.45209], [-2.76943, -1.37276, -3.70735], [-6.19763, -5.40467, -3.81975], [-7.13424, -4.52877, -4.99980], [-6.95779, -3.82142, -3.42771], [-1.72652, -1.30285, -4.01645], [-2.71255, -1.53271, -2.63066], [-3.27287, -0.40805, -3.77050], [6.64739, 2.50893, 5.31629], [6.58480, 1.84880, 4.05969], [5.32684, 1.66504, 3.59501], [4.22012, 1.75037, 4.20442], [5.46478, 1.13975, 2.33354], [4.28933, 0.96606, 1.52273], [6.28764, 3.53773, 5.30046], [7.62563, 2.57208, 5.79290], [6.04701, 1.96877, 6.04833], [3.83952, 1.94084, 1.33406], [3.51054, 0.40350, 2.03760], [4.51963, 0.55837, 0.53843], [2.66040, -1.84260, 2.70884], [3.74474, -1.82906, 3.68664], [4.97361, -2.09869, 3.41944], [5.43886, -2.34072, 2.24684], [5.64777, -2.00334, 4.48091], [7.02343, -2.23743, 4.55719], [1.97953, -2.50341, 3.24534], [2.80207, -2.17986, 1.68206], [2.17741, -0.86608, 2.74394], [7.59630, -1.33470, 4.34510], [7.29567, -2.99918, 3.82663], [7.21967, -2.50355, 5.59583], [-4.72335, -0.70606, 0.02930], [-4.18373, 0.12631, 0.99341], [-2.94714, -0.11397, 1.48116], [-2.12749, -0.98927, 1.11198], [-2.74389, 0.71626, 2.56891], [-1.58712, 0.38011, 3.32105], [-3.97216, -1.37168, -0.39585], [-5.04377, -0.03821, -0.77033], [-5.59931, -1.26823, 0.35297], [-0.72109, 0.26663, 2.66898], [-1.76151, -0.51261, 3.92168], [-1.36947, 1.21450, 3.98777], [2.55096, 8.03362, -1.62447], [2.30750, 6.70316, -1.21466], [2.42176, 5.55551, -1.97970], [2.67691, 5.58907, -3.17680], [2.12140, 4.46741, -1.22192], [1.95716, 3.21207, -1.85186], [1.91498, 8.43123, -2.41537], [3.59020, 8.23875, -1.88139], [2.31892, 8.67216, -0.77210], [2.94027, 2.74909, -1.93705], [1.55792, 3.28238, -2.86367], [1.28601, 2.54617, -1.30943], [-2.60472, -3.82458, 3.34163], [-1.40593, -4.59516, 3.08540], [-0.54108, -4.17867, 2.20981], [-0.53961, -3.07857, 1.62246], [0.33671, -5.22897, 2.09984], [1.48255, -4.98715, 1.23495], [-2.80016, -3.61719, 4.39373], [-3.48703, -4.30920, 2.92357], [-2.46325, -2.82560, 2.92916], [2.26480, -5.73714, 1.35200], [2.06066, -4.10466, 1.50900], [1.21722, -4.69248, 0.21963], [-1.13692, 6.15567, 4.50073], [-1.03315, 5.20923, 3.44020], [0.05421, 4.33868, 3.38833], [0.90927, 4.18539, 4.25772], [-0.12356, 3.53738, 2.33731], [0.89501, 2.56746, 2.12669], [-2.10837, 6.64532, 4.56885], [-0.36636, 6.92611, 4.52794], [-1.04647, 5.63258, 5.45272], [0.61935, 1.79488, 1.40890], [1.12427, 2.03106, 3.04746], [1.80735, 3.04339, 1.76721]], "lowdin_charge": [-0.245, 1.268, 0.350, 0.109, -0.312, -0.418, -0.258, -0.278, 0.006, 0.036, -0.495, 0.027, 0.024, -0.063, 0.106, 0.101, 0.090, 0.111, 0.084, 0.064, -0.033, 0.001, -0.498, 0.115, -0.045, -0.058, 0.080, 0.086, 0.083, 0.092, 0.097, 0.093, -0.052, 0.039, -0.464, 0.097, 0.031, -0.007, 0.079, 0.105, 0.071, 0.107, 0.076, 0.105, -0.053, 0.008, -0.510, 0.094, -0.003, -0.029, 0.099, 0.101, 0.094, 0.077, 0.070, 0.105, -0.054, 0.002, -0.488, 0.080, -0.014, -0.032, 0.101, 0.095, 0.094, 0.088, 0.061, 0.090, -0.015, 0.041, -0.638, 0.024, 0.042, -0.015, 0.100, 0.072, 0.075, 0.102, 0.102, 0.104, -0.045, 0.039, -0.413, 0.028, 0.029, -0.025, 0.075, 0.108, 0.111, 0.071, 0.101, 0.109, -0.060, -0.027, -0.500, 0.114, 0.000, -0.063, 0.095, 0.096, 0.092, 0.104, 0.079, 0.065, 0.022, 0.066, -0.473, 0.063, 0.044, -0.004, 0.109, 0.087, 0.078, 0.112, 0.059, 0.084, -0.060, -0.022, -0.523, 0.112, 0.003, -0.050, 0.093, 0.095, 0.089, 0.060, 0.098, 0.095]}



{"formula": "CH11NO3", "method": "the ωB97M-V functional and the def2-TZVPD basis", "lumo_ev": [-4.1, -9.6], "s2": 0.754, "charge": 1, "homo_energy_ev": [-14.670, -14.665], "orbital_gap_ev": [10.6, 5.1], "multiplicity": 2, "species": ["C", "N", "H", "H", "H", "H", "H", "H", "H", "O", "H", "H", "O", "H", "H", "O"], "positions_angstrom": [[0.64645, 0.05545, 0.19078], [1.66413, 0.37610, -0.76426], [-0.35325, -0.08835, -0.26933], [0.48613, 0.97644, 0.77801], [0.81257, -0.80298, 0.81987], [1.60505, 1.37841, -1.01163], [2.60263, 0.14894, -0.42960], [-2.52003, -2.05879, -0.44367], [-2.80550, -0.73340, 0.31439], [-2.44980, -1.62208, 0.41208], [-2.05083, 3.43565, 2.81812], [-2.14466, 2.14745, 2.21675], [-1.77883, 2.52849, 3.02871], [1.89091, -1.37032, -2.03629], [1.89858, -2.47861, -3.05421], [2.49643, -1.89239, -2.56971]], "lowdin_charge": [-0.022, 0.250, 0.120, 0.148, 0.118, 0.174, 0.167, 0.047, 0.034, -0.047, 0.047, 0.020, -0.064, -0.022, 0.062, -0.032]}



Relative energy (zero: lowest compared OMol25 entry of this formula, charge and spin): 56.05 0.00 22.38 (kcal/mol)